Run a
DFT (ωB97M-V/def2-TZVPD) results for a structure of composition C26H30BrHgN7OS.

Properties
Multiplicity: 2
⟨S²⟩: 0.77
Orbital gap (alpha / beta) in hartree: 0.2019 / 0.2614
LUMO (alpha / beta) in eV: 2.070 / 2.064
Net charge: -1

CARTESIAN COORDINATES (ANGSTROEM)
1 Hg -1.6655 1.2537 0.3694
2 C -1.0930 5.7865 0.8459
3 C -1.6624 4.4308 0.5583
4 N -1.1619 3.3422 1.1616
5 N 0.0531 3.4647 1.7829
6 C 0.6303 2.4174 2.3720
7 N 1.9501 2.6065 2.7285
8 S -0.1528 0.9705 2.6884
9 C -2.7390 4.2110 -0.3462
10 C -3.4816 5.2557 -0.9573
11 C -4.5082 4.9592 -1.8141
12 C -4.8236 3.6208 -2.0923
13 C -4.0640 2.6501 -1.4721
14 N -3.0653 2.9144 -0.6344
15 H -0.9900 5.9458 1.9231
16 H -1.7129 6.5847 0.4503
17 H -0.1006 5.9179 0.3951
18 H 0.6482 4.2365 1.5111
19 H 2.5089 3.1164 2.0574
20 H 2.3841 1.7413 3.0105
21 H -3.2507 6.2887 -0.7425
22 H -5.0735 5.7621 -2.2714
23 H -5.6182 3.3354 -2.7652
24 H -4.2640 1.6015 -1.6627
25 C 5.6543 -0.8561 0.1251
26 C 4.6266 -1.9823 0.2362
27 C 5.0141 -3.0822 -0.7621
28 C 4.6940 -2.5501 1.6614
29 C 3.2087 -1.4967 -0.0556
30 C 2.9085 -0.1879 -0.3788
31 C 1.5936 0.1752 -0.6258
32 Br 1.2579 1.9876 -1.1265
33 C 0.4996 -0.7012 -0.5540
34 O -0.7323 -0.3283 -0.7873
35 C 0.8205 -2.0598 -0.2395
36 C 2.1407 -2.3999 -0.0084
37 C -0.2971 -3.1030 -0.1568
38 C -1.2529 -2.7509 0.9935
39 C 0.2453 -4.5078 0.1220
40 C -1.0660 -3.1703 -1.4860
41 H 6.6515 -1.2465 0.3407
42 H 5.4471 -0.0540 0.8367
43 H 5.6718 -0.4272 -0.8790
44 H 6.0246 -3.4472 -0.5574
45 H 4.9845 -2.6996 -1.7841
46 H 4.3305 -3.9298 -0.7040
47 H 5.7034 -2.9067 1.8852
48 H 4.0039 -3.3848 1.7895
49 H 4.4269 -1.7834 2.3915
50 H 3.6771 0.5684 -0.4590
51 H 2.3640 -3.4304 0.2322
52 H -0.7202 -2.7707 1.9481
53 H -2.0684 -3.4770 1.0363
54 H -1.6852 -1.7638 0.8576
55 H 0.7623 -4.5648 1.0834
56 H 0.9291 -4.8426 -0.6623
57 H -0.5927 -5.2063 0.1542
58 H -1.5049 -2.2077 -1.7369
59 H -1.8663 -3.9096 -1.4114
60 H -0.3947 -3.4699 -2.2957
61 N -3.6940 0.0242 0.7868
62 C -4.2199 -0.6694 0.0144
63 C -4.8776 -1.5003 -0.8812
64 C -5.6397 -0.9140 -1.9164
65 N -6.2620 -0.4343 -2.7639
66 C -4.7916 -2.9031 -0.7411
67 N -4.7226 -4.0497 -0.6177


Run b
DFT (ωB97M-V/def2-TZVPD) results for a structure of composition C26H30BrHgN7OS.

Properties
Multiplicity: 2
⟨S²⟩: 0.76
Orbital gap (alpha / beta) in hartree: 0.2426 / 0.1997
LUMO (alpha / beta) in eV: 2.156 / 0.868
Net charge: -1

CARTESIAN COORDINATES (ANGSTROEM)
1 Hg 0.6717 -1.3114 0.8643
2 C -0.9183 -5.4901 2.3741
3 C 0.3239 -4.6692 2.2395
4 N 0.6662 -3.6987 2.9983
5 N -0.0868 -3.2418 4.0533
6 C -1.3399 -2.7045 4.0617
7 N -1.6778 -2.1703 5.2658
8 S -2.3868 -2.5753 2.7814
9 C 1.3337 -4.9543 1.1853
10 C 1.3628 -6.1313 0.4452
11 C 2.3764 -6.3175 -0.4846
12 C 3.3442 -5.3430 -0.6316
13 C 3.2314 -4.1928 0.1424
14 N 2.2525 -3.9953 1.0087
15 H -1.7847 -4.8882 2.1054
16 H -0.8988 -6.3704 1.7385
17 H -1.0482 -5.7911 3.4164
18 H 0.5345 -2.8212 4.7281
19 H -1.0952 -2.2631 6.0795
20 H -2.5925 -1.7726 5.3591
21 H 0.6216 -6.9051 0.5848
22 H 2.4085 -7.2163 -1.0863
23 H 4.1523 -5.4594 -1.3386
24 H 3.9618 -3.3935 0.0808
25 C 1.1492 5.9699 -2.1242
26 C -0.0380 5.0439 -2.4416
27 C -1.3174 5.8771 -2.3151
28 C 0.0880 4.5518 -3.8905
29 C -0.0245 3.8604 -1.4810
30 C 1.1608 3.1588 -1.2609
31 C 1.1961 2.1892 -0.2948
32 Br 2.7987 1.2569 0.0750
33 C 0.0744 1.7850 0.5020
34 O 0.2383 0.9729 1.4697
35 C -1.1771 2.3962 0.1329
36 C -1.1593 3.4329 -0.7872
37 C -2.5183 2.0257 0.7838
38 C -2.5284 0.6271 1.4158
39 C -2.8441 3.0636 1.8691
40 C -3.6353 2.0410 -0.2749
41 H 1.0898 6.8799 -2.7256
42 H 2.1002 5.4853 -2.3410
43 H 1.1376 6.2446 -1.0684
44 H -1.2363 6.7630 -2.9474
45 H -1.4650 6.2038 -1.2843
46 H -2.1966 5.3169 -2.6362
47 H 0.0872 5.4011 -4.5785
48 H -0.7456 3.8959 -4.1460
49 H 1.0146 3.9942 -4.0299
50 H 2.0575 3.3708 -1.8272
51 H -2.0942 3.9361 -0.9897
52 H -1.8457 0.5687 2.2554
53 H -2.2273 -0.1294 0.6895
54 H -3.5345 0.3893 1.7715
55 H -2.0848 3.0405 2.6523
56 H -3.8155 2.8471 2.3216
57 H -2.8773 4.0698 1.4458
58 H -3.3532 1.4323 -1.1350
59 H -3.8655 3.0486 -0.6237
60 H -4.5497 1.6297 0.1566
61 N 1.2126 -1.7274 -1.8770
62 C 2.1897 -2.1764 -2.3122
63 C 3.3460 -2.6909 -2.9002
64 C 3.2769 -3.8089 -3.7477
65 N 3.2403 -4.7311 -4.4470
66 C 4.6053 -2.1279 -2.6242
67 N 5.6579 -1.7017 -2.4010


How do the energies compare? Relative to the most stable structure, in eV: run a 0.000; run b 1.304.


Run a
DFT (ωB97M-V/def2-TZVPD) results for a structure of composition C44H56BBrN12S3V.

Properties
Multiplicity: 2
⟨S²⟩: 1.10
Orbital gap (alpha / beta) in hartree: 0.2603 / 0.2677
LUMO (alpha / beta) in eV: -5.855 / -5.168
Net charge: +2

CARTESIAN COORDINATES (ANGSTROEM)
1 V -2.3975 0.4433 0.5246
2 C -1.9376 -1.4536 5.5236
3 C -0.9551 -1.5893 4.4088
4 C 0.0390 -2.5306 4.3840
5 C 0.9256 -2.6305 3.2872
6 N 0.8465 -1.7785 2.2956
7 N -0.1139 -0.8673 2.3277
8 B -0.1787 0.1772 1.2096
9 N 0.4843 1.4662 1.7073
10 N 1.5693 1.3079 2.4630
11 C 2.2226 2.3720 2.8431
12 C 1.7929 3.6643 2.4516
13 C 0.6821 3.8265 1.6761
14 C 0.1691 5.1550 1.2252
15 C 0.0057 2.6371 1.3074
16 S -1.4253 2.6096 0.3732
17 C 3.4410 2.1859 3.7293
18 C 4.6489 2.8735 3.0769
19 C 3.7487 0.6998 3.9219
20 C 3.1480 2.8326 5.0931
21 N 0.5007 -0.3343 -0.0626
22 N 1.6727 0.1892 -0.4152
23 C 2.3167 -0.3573 -1.4101
24 C 1.7898 -1.4906 -2.0817
25 C 0.5866 -2.0265 -1.7246
26 C -0.0201 -3.2118 -2.3988
27 C -0.0892 -1.3755 -0.6654
28 S -1.6390 -1.8037 -0.0673
29 C 3.6650 0.2257 -1.7886
30 C 4.7423 -0.7744 -1.3318
31 C 3.7423 0.4173 -3.3099
32 C 3.8890 1.5677 -1.0903
33 C -1.0401 -0.7497 3.2783
34 S -2.2746 0.4090 2.9835
35 C 2.0169 -3.6870 3.1666
36 C 1.8789 -4.7653 4.2416
37 C 3.3773 -2.9868 3.3130
38 C 1.9257 -4.3390 1.7798
39 H -1.7207 -2.1582 6.3235
40 H -2.9513 -1.6311 5.1578
41 H -1.9201 -0.4398 5.9279
42 H 0.1313 -3.2242 5.2081
43 H 2.3516 4.5319 2.7816
44 H 0.7315 5.9645 1.6851
45 H -0.8861 5.2632 1.4813
46 H 0.2490 5.2461 0.1394
47 H 4.8561 2.4547 2.0891
48 H 5.5291 2.7185 3.7015
49 H 4.5073 3.9515 2.9731
50 H 3.9483 0.2141 2.9648
51 H 2.9141 0.1804 4.3965
52 H 4.6299 0.5937 4.5566
53 H 2.9482 3.9029 5.0024
54 H 4.0129 2.7114 5.7464
55 H 2.2884 2.3600 5.5740
56 H 2.3463 -1.9254 -2.9024
57 H 0.4845 -3.4209 -3.3399
58 H -1.0822 -3.0459 -2.5878
59 H 0.0587 -4.0927 -1.7561
60 H 4.6173 -1.7490 -1.8104
61 H 4.7107 -0.9163 -0.2482
62 H 5.7302 -0.3955 -1.6002
63 H 3.7349 -0.5315 -3.8489
64 H 4.6751 0.9242 -3.5614
65 H 2.9146 1.0285 -3.6784
66 H 3.8504 1.4593 -0.0058
67 H 3.1346 2.3005 -1.3878
68 H 4.8705 1.9551 -1.3671
69 H 2.0337 -4.3617 5.2449
70 H 2.6382 -5.5307 4.0815
71 H 0.9026 -5.2555 4.2024
72 H 3.4625 -2.4884 4.2821
73 H 3.5132 -2.2414 2.5271
74 H 4.1806 -3.7227 3.2386
75 H 0.9642 -4.8439 1.6468
76 H 2.7178 -5.0823 1.6729
77 H 2.0420 -3.5936 0.9914
78 C -6.2800 4.6607 0.3219
79 C -5.9703 3.2127 0.5668
80 C -6.9767 2.2879 0.8362
81 C -6.6610 0.9608 1.0641
82 C -5.3304 0.6074 1.0100
83 Br -4.7937 -1.1997 1.2387
84 N -4.3393 1.4602 0.7736
85 C -4.6673 2.7433 0.5467
86 H -7.0264 4.7668 -0.4663
87 H -5.3895 5.2148 0.0299
88 H -6.6872 5.1217 1.2232
89 H -8.0113 2.6080 0.8629
90 H -7.4183 0.2182 1.2704
91 H -3.8449 3.4179 0.3593
92 C -0.8939 1.8073 -2.6367
93 C -2.1712 1.0373 -2.6640
94 N -2.7917 0.4841 -1.6312
95 C -3.8804 -0.2070 -2.1351
96 C -3.9025 -0.0866 -3.4800
97 N -2.8145 0.6946 -3.8080
98 C -2.3121 0.8733 -5.1628
99 N -1.4654 -0.2269 -5.5279
100 N -0.1882 -0.2579 -5.0624
101 N 0.3432 -1.3737 -5.3731
102 C -0.5827 -2.1319 -6.0621
103 C -0.4832 -3.4089 -6.6222
104 C -1.5991 -3.9045 -7.2538
105 C -2.7910 -3.1580 -7.3386
106 C -2.9040 -1.8973 -6.7984
107 C -1.7678 -1.4000 -6.1584
108 H -0.2738 1.4546 -1.8147
109 H -1.0729 2.8719 -2.4805
110 H -0.3388 1.6599 -3.5596
111 H -4.5432 -0.7782 -1.5108
112 H -4.5602 -0.5018 -4.2256
113 H -1.7476 1.7968 -5.2193
114 H -3.1492 0.9281 -5.8506
115 H 0.4410 -3.9696 -6.5619
116 H -1.5699 -4.8861 -7.7068
117 H -3.6396 -3.5898 -7.8535
118 H -3.8217 -1.3280 -6.8877


Run b
DFT (ωB97M-V/def2-TZVPD) results for a structure of composition C44H56BBrN12S3V.

Properties
Multiplicity: 2
⟨S²⟩: 0.77
Orbital gap (alpha / beta) in hartree: 0.2368 / 0.2559
LUMO (alpha / beta) in eV: -6.507 / -5.987
Net charge: +2

CARTESIAN COORDINATES (ANGSTROEM)
1 V -2.1428 -0.0661 1.2064
2 C 1.5435 0.5526 4.4876
3 C 2.0878 1.1120 3.2117
4 C 3.1888 1.9377 3.1324
5 C 3.6872 2.4197 1.9044
6 N 3.1288 2.0746 0.7497
7 N 2.0943 1.2736 0.8422
8 B 1.1137 0.6726 -0.2493
9 N 1.6359 -0.4491 -1.1381
10 N 2.9710 -0.5128 -1.2767
11 C 3.4433 -1.4588 -2.0401
12 C 2.5688 -2.3778 -2.6788
13 C 1.2218 -2.3140 -2.5113
14 C 0.2827 -3.2746 -3.1703
15 C 0.7251 -1.2743 -1.6673
16 S -0.9605 -1.0113 -1.3774
17 C 4.9478 -1.5400 -2.2307
18 C 5.4377 -2.8933 -1.6969
19 C 5.2563 -1.4272 -3.7314
20 C 5.6519 -0.4103 -1.4848
21 N 0.4979 1.7993 -1.0968
22 N 1.5239 2.1183 -1.9179
23 C 1.3946 3.0986 -2.7613
24 C 0.1909 3.8437 -2.7931
25 C -0.8421 3.5389 -1.9661
26 C -2.1187 4.3210 -1.9939
27 C -0.6820 2.4278 -1.0685
28 S -2.0155 2.0392 -0.0748
29 C 2.6011 3.3538 -3.6593
30 C 2.9679 2.0435 -4.3673
31 C 3.7712 3.7998 -2.7731
32 C 2.3035 4.4309 -4.7010
33 C 1.5466 0.8182 1.9648
34 S 0.3154 -0.2464 1.2567
35 C 4.8906 3.3469 1.7918
36 C 5.4753 3.6860 3.1620
37 C 5.9547 2.6427 0.9380
38 C 4.4405 4.6393 1.0974
39 H 2.2463 0.6994 5.3049
40 H 1.3467 -0.5155 4.3819
41 H 0.6013 1.0378 4.7392
42 H 3.6919 2.2236 4.0459
43 H 2.9883 -3.1509 -3.3101
44 H 0.8256 -3.9590 -3.8185
45 H -0.4672 -2.7445 -3.7575
46 H -0.2561 -3.8528 -2.4175
47 H 4.9820 -3.7340 -2.2235
48 H 5.2228 -2.9983 -0.6317
49 H 6.5172 -2.9698 -1.8328
50 H 4.8215 -2.2468 -4.3061
51 H 6.3356 -1.4595 -3.8839
52 H 4.8858 -0.4857 -4.1420
53 H 5.4668 -0.4585 -0.4106
54 H 5.3212 0.5697 -1.8351
55 H 6.7260 -0.4935 -1.6534
56 H 0.0856 4.6651 -3.4881
57 H -2.0623 5.1058 -2.7448
58 H -2.3160 4.7730 -1.0209
59 H -2.9665 3.6730 -2.2184
60 H 3.1891 1.2604 -3.6400
61 H 3.8511 2.2007 -4.9885
62 H 2.1567 1.7007 -5.0137
63 H 3.9867 3.0488 -2.0099
64 H 3.5483 4.7465 -2.2752
65 H 4.6617 3.9461 -3.3865
66 H 1.4662 4.1569 -5.3468
67 H 3.1777 4.5613 -5.3392
68 H 2.0909 5.3994 -4.2432
69 H 5.8541 2.8022 3.6807
70 H 4.7513 4.1910 3.8055
71 H 6.3166 4.3657 3.0279
72 H 6.2826 1.7088 1.4008
73 H 6.8250 3.2922 0.8373
74 H 5.5720 2.4177 -0.0578
75 H 3.7242 5.1899 1.7111
76 H 3.9834 4.4250 0.1323
77 H 5.3070 5.2810 0.9331
78 C -7.0788 -0.3272 -1.5097
79 C -6.0065 -0.1380 -0.4720
80 C -6.2883 0.4879 0.7673
81 C -5.3210 0.7045 1.7237
82 C -4.0593 0.2400 1.3829
83 Br -1.8948 1.3245 3.2160
84 N -3.8045 -0.3691 0.2585
85 C -4.7183 -0.5577 -0.7137
86 H -8.0520 -0.0196 -1.1330
87 H -7.1461 -1.3715 -1.8164
88 H -6.8619 0.2635 -2.4004
89 H -7.3017 0.8248 0.9543
90 H -5.5206 1.2129 2.6552
91 H -4.4077 -1.0357 -1.6332
92 C -2.7487 -3.5280 0.4057
93 C -2.6826 -3.0564 1.8137
94 N -2.2854 -1.8561 2.2538
95 C -2.3737 -1.8989 3.6491
96 C -2.8121 -3.1130 4.0259
97 N -3.0084 -3.8277 2.8598
98 C -3.6372 -5.1502 2.8190
99 N -4.9382 -5.0957 3.4031
100 N -5.1531 -5.7479 4.5904
101 N -6.3436 -5.5299 4.9796
102 C -6.9632 -4.7103 4.0467
103 C -8.2642 -4.2031 4.0310
104 C -8.6107 -3.3954 2.9726
105 C -7.6848 -3.0947 1.9519
106 C -6.3962 -3.5857 1.9595
107 C -6.0617 -4.4154 3.0355
108 H -2.3909 -2.7613 -0.2750
109 H -3.7643 -3.8090 0.1245
110 H -2.1102 -4.4023 0.2692
111 H -2.1226 -1.0483 4.2528
112 H -3.0245 -3.5326 4.9946
113 H -3.0571 -5.8496 3.4163
114 H -3.6645 -5.4917 1.7870
115 H -8.9621 -4.4446 4.8210
116 H -9.6106 -2.9878 2.9143
117 H -8.0044 -2.4648 1.1302
118 H -5.7032 -3.3465 1.1645


How do the energies compare? Relative to the most stable structure, in eV: run a 0.000; run b 1.319.